Entry from OMol25: C5H13NO in the gas phase (ωB97M-V with the def2-TZVPD basis set).

Bonds (Å) are listed after each position.
Cartesian coordinates (Å):
1 C 2.28877 -0.88544 0.16645  O2 1.466, C3 1.636, H8 1.100, H9 1.086
2 O 3.33525 -1.56449 0.93592  C1 1.466, H10 0.970
3 C 1.14997 -0.03024 0.97064  C1 1.636, C4 1.560, H11 1.173, H12 1.171
4 C -0.06475 0.61071 0.23073  C3 1.560, C5 1.432, H13 1.153, H14 1.116
5 C -0.61426 -0.07293 -0.90098  C4 1.432, C6 1.482, H15 1.070, H16 0.998
6 C -2.08925 -0.18036 -0.80682  C5 1.482, N7 1.496, H17 1.130, H18 1.139
7 N -2.59530 1.19144 -0.49098  C6 1.496, H19 1.008, H20 1.020
8 H 2.71616 -0.12284 -0.50041  C1 1.100
9 H 1.82666 -1.68659 -0.40327  C1 1.086
10 H 3.59718 -0.94039 1.63068  O2 0.970
11 H 0.87229 -0.81311 1.79815  C3 1.173
12 H 1.76232 0.74659 1.59819  C3 1.171
13 H -0.79142 0.99509 1.03922  C4 1.153
14 H 0.16082 1.55858 -0.31349  C4 1.116
15 H -0.51165 0.54675 -1.76783  C5 1.070
16 H -0.16381 -0.94915 -1.06235  C5 0.998
17 H -2.66691 -0.30876 -1.76916  C6 1.130
18 H -2.45156 -0.97437 -0.07542  C6 1.139
19 H -3.57748 1.34712 -0.65650  N7 1.008
20 H -2.18304 1.53238 0.37724  N7 1.020

The largest force on an atom comes out at 4.704 eV/A. Its SMILES is NCCCCCO. As for the relative energy (zero: lowest compared OMol25 entry of this formula, charge and spin): 66.1 kcal per mole. The HOMO energy is -8.9993 eV. The calculation puts the orbital gap at 9.955 eV.